1.
An isolated molecule of C4H9NO, computed with ωB97M-V/def2-TZVPD.

Values from the calculation:
SMILES string = CCC(=O)NC
E_HOMO = -9.579 eV
ΔE to the lowest compared entry with this formula, charge and spin = 0.3209 eV

Geometry as ORCA input:
```
! RIJCOSX wB97M-V def2-TZVPD def2/J DEFGRID3
* xyz 0 1
O -0.16773 -1.07066 1.08547
N -1.24955 0.39650 -0.26486
C 2.39186 -0.27443 0.25106
C -2.55993 -0.17033 -0.07190
C -0.13119 -0.14422 0.29289
C 1.15634 0.45353 -0.24834
H 1.18928 1.52363 -0.00509
H 3.28978 0.11396 -0.23891
H -3.09127 0.34664 0.73105
H -2.44004 -1.22105 0.19861
H -3.12077 -0.10887 -1.01003
H 2.31013 -1.34365 0.03815
H 1.08955 0.39044 -1.34159
H 2.50376 -0.16628 1.33253
H -1.17022 1.27480 -0.74905
*
```


2.
An isolated molecule of C3H7NS2 in a non-equilibrium geometry, computed with ωB97M-V/def2-TZVPD.

Values from the calculation:
SMILES string = NCCSC=S
E_HOMO = -8.569 eV
ΔE to the lowest compared entry with this formula, charge and spin = 1.1851 eV

Geometry as ORCA input:
```
! RIJCOSX wB97M-V def2-TZVPD def2/J DEFGRID3
* xyz 0 1
S -0.03847 -1.16210 -0.50901
S 2.38941 0.58790 0.00185
N -1.76543 1.43663 -0.63010
C -1.50808 -0.89280 0.43440
C -1.88121 0.60865 0.56612
C 1.08198 -0.21855 0.49636
H -2.27314 -1.42317 -0.15223
H -2.46601 1.10028 -1.29287
H -1.22161 1.07400 1.37856
H -1.47438 -1.24616 1.41195
H -2.90043 0.50161 0.97063
H -1.91498 2.40216 -0.34367
H 0.83735 -0.26168 1.57157
*
```


3.
A cluster of 3 separate species, C27H51ClNO12S in total in a non-equilibrium geometry, computed with ωB97M-V/def2-TZVPD.

Values from the calculation:
E_HOMO = -10.166 eV
ΔE to the lowest compared entry with this formula, charge and spin = 0.0000 eV

Geometry as ORCA input:
```
! RIJCOSX wB97M-V def2-TZVPD def2/J DEFGRID3
* xyz 1 1
Cl 2.25850 -1.05812 5.94993
S 2.64864 2.07058 1.48584
O 2.87312 -1.35682 -4.20963
O -3.54234 0.25479 2.13668
O -2.89712 2.51127 -3.78075
O -0.17211 1.49662 -4.67830
O 2.41289 2.96510 0.40219
O 4.74597 -2.72066 -6.20770
O 3.87200 2.27043 2.20052
O 2.65837 0.59489 0.86648
O -3.55073 0.83008 6.88645
O 2.05722 -4.08867 -5.81594
O -2.99643 0.36187 4.78273
O -0.91736 0.87406 -1.77946
N 0.46690 -1.85507 7.61693
C 3.54871 -0.73330 -5.28975
C -1.82982 -1.30386 7.69503
C -2.84063 0.31702 6.08342
C -4.29746 0.81485 4.33922
C -0.37980 -0.35579 5.96248
C 4.42897 -3.76145 -5.30186
C 3.45335 -1.16157 -2.94247
C 3.81967 -1.67411 -6.44563
C -3.11196 3.88650 -4.02551
C 1.34919 -4.32888 -7.01480
C 0.29648 1.46932 -2.22850
C -1.54522 1.20757 1.19911
C 0.13454 2.24791 -3.51772
C 1.27133 2.15865 2.63954
C 0.62310 1.82975 5.06889
C -0.81510 -0.50526 -1.50730
C -2.64275 1.72407 -4.93238
C -2.97748 0.79657 0.93670
C 1.76246 2.10585 4.08641
C 0.66498 -1.08349 6.53928
C 3.32496 -4.71227 -5.72324
C -4.18918 1.23302 2.89187
C -0.73869 -1.99160 8.19043
C -3.14196 -1.51720 8.39235
C -1.42028 0.83747 -4.79345
C -0.11047 0.49094 4.75549
C -1.64342 -0.46846 6.57186
H -1.00744 0.67891 4.18835
H 0.62960 2.16801 -1.45187
H -2.76473 4.44114 -3.15226
H 1.27493 -2.34127 7.98946
H -3.50774 1.06696 -5.08766
H 5.34211 -4.35974 -5.24138
H 0.69944 -5.20380 -6.91294
H 2.38779 -0.04330 1.54195
H -0.47260 -0.68288 -0.48023
H -1.49127 1.74078 2.14570
H -0.80683 -2.62814 9.05291
H -2.53475 2.35171 -5.82225
H 2.88810 -2.05813 -6.86458
H 1.10753 2.69960 -3.72755
H -2.55192 4.23936 -4.89534
H -3.80927 -2.09202 7.75551
H 2.02142 -4.47150 -7.86512
H 4.48930 -0.28201 -4.95753
H -5.19974 1.45473 2.54046
H -4.63412 1.67946 4.89612
H 4.54646 -1.12835 -2.97935
H 1.07435 1.73798 6.05389
H -5.00765 0.00059 4.43166
H 2.90328 0.07069 -5.66435
H -3.63457 2.17659 2.86893
H -0.94405 0.30743 1.26991
H -1.55462 0.10118 -3.99886
H -3.03962 0.04658 0.15745
H 0.60169 1.34577 2.37836
H -4.17697 4.09328 -4.16964
H -2.99973 -2.05509 9.32199
H 3.16553 -2.00243 -2.30820
H 4.28268 -1.07059 -7.23045
H 1.07584 0.71295 -2.35680
H -1.80588 -0.94803 -1.62399
H -3.63502 -0.58695 8.62743
H 2.53387 1.34852 4.16601
H 3.60088 -5.18970 -6.66870
H 0.72754 -3.45554 -7.21708
H 4.25198 -3.37305 -4.29668
H 3.08189 -0.23643 -2.48723
H 2.21851 3.06106 4.32278
H -1.16201 1.85086 0.41295
H -3.55810 1.64799 0.58548
H -1.34571 0.26912 -5.72407
H -0.09137 2.64521 5.03654
H 0.82185 3.11449 2.40098
H 3.25845 -5.49640 -4.95775
H -0.13638 -1.00977 -2.20099
H -0.56382 3.07681 -3.38770
H 0.53985 -0.08528 4.10029
*
```


4.
A structure of composition C3H4N2OS2 in a non-equilibrium geometry, computed with ωB97M-V/def2-TZVPD.

Values from the calculation:
E_HOMO = -8.469 eV
ΔE to the lowest compared entry with this formula, charge and spin = 5.7954 eV

Geometry as ORCA input:
```
! RIJCOSX wB97M-V def2-TZVPD def2/J DEFGRID3
* xyz 0 1
S -0.45067 -1.22131 -1.01897
S 0.57982 2.12671 1.52998
O 2.42064 -0.92030 -1.25798
N -0.16622 0.78742 0.65260
N -2.04857 -1.06470 -0.84669
C -2.79367 -0.84175 0.32331
C 0.48826 -0.09246 -0.01810
C 2.07161 -0.16332 -0.39156
H -3.95249 -0.99514 -0.16345
H -0.72422 2.21022 2.16433
H -2.45822 -0.39528 1.62228
H 2.60972 0.58217 0.14141
*
```


5.
An isolated molecule of C3H6O in a non-equilibrium geometry, computed with ωB97M-V/def2-TZVPD.

Values from the calculation:
SMILES string = OC1CC1
E_HOMO = -9.877 eV
ΔE to the lowest compared entry with this formula, charge and spin = 1.2123 eV

Geometry as ORCA input:
```
! RIJCOSX wB97M-V def2-TZVPD def2/J DEFGRID3
* xyz 0 1
O 1.71867 -0.16200 -0.25241
C 0.49338 -0.07981 0.42408
C -0.64898 -0.78927 -0.17491
C -0.64894 0.69738 -0.18273
H -0.48580 1.12930 -1.16247
H -0.49917 -1.31665 -1.11601
H 0.52375 -0.06718 1.50080
H 2.14859 0.69123 -0.05578
H -1.33356 1.25071 0.48546
H -1.26793 -1.35371 0.53397
*
```


6.
A cluster of 2 separate species, C2HNO in total in a non-equilibrium geometry, computed with ωB97M-V/def2-TZVPD.

Values from the calculation:
E_HOMO = -12.573 eV
ΔE to the lowest compared entry with this formula, charge and spin = 0.0000 eV

Geometry as ORCA input:
```
! RIJCOSX wB97M-V def2-TZVPD def2/J DEFGRID3
* xyz 0 1
O -2.26430 -1.45539 -0.98990
N 2.33015 0.89670 0.90172
C 1.25557 0.70226 0.52774
C -1.58141 -0.63358 -0.61564
H 0.26000 0.49002 0.17608
*
```